[1]
Molecular formula: C4H10I2N
Method: DFT, ωB97M-V with the def2-TZVPD basis set

Calculated values
ΔE to the lowest compared entry with this formula, charge and spin = 12.5 kcal per mole
Total charge = +1
Total energy = -808.2397 Ha

Element x y z (Å)
C: 0.255 1.898 -0.904
C: -0.719 -0.743 -1.343
C: -1.211 -1.012 0.936
C: -0.054 1.029 0.275
N: -0.573 -0.135 -0.002
I: -0.088 1.633 2.261
I: 2.975 -0.919 1.941
H: -0.531 2.198 -1.503
H: 1.098 1.327 -1.448
H: 0.731 2.824 -0.537
H: 0.057 -0.579 -2.026
H: -0.857 -1.800 -1.240
H: -1.612 -0.381 -1.845
H: -1.991 -1.502 0.496
H: -0.284 -1.491 1.130
H: -1.539 -0.482 1.873
H: 4.341 -1.865 1.937

=====

[2]
Molecular formula: C29H55CsF2KLiN3NaO4Si2
Method: DFT, ωB97M-V with the def2-TZVPD basis set

Calculated values
Total energy = -3171.2211 Ha

Element x y z (Å)
N: -1.557 2.624 -1.059
C: -0.255 1.924 -0.870
C: 0.596 2.660 0.221
C: 2.091 2.833 -0.206
C: 2.215 4.197 -0.885
C: 2.140 5.333 -0.066
C: 2.233 6.620 -0.578
C: 2.381 6.754 -1.946
C: 2.446 5.601 -2.828
C: 2.366 4.260 -2.275
C: 2.585 5.870 -4.375
O: 3.078 5.060 -5.103
C: 2.015 7.222 -4.852
C: 1.952 8.263 -4.025
C: 2.481 8.124 -2.589
O: 2.963 9.057 -2.026
H: -1.850 3.095 -0.212
H: -1.458 3.315 -1.788
H: -0.444 0.916 -0.463
H: 0.243 1.920 -1.841
H: 0.145 3.654 0.301
H: 0.497 2.200 1.211
H: 2.381 2.055 -0.921
H: 2.763 2.790 0.654
H: 1.995 5.167 0.998
H: 2.165 7.467 0.098
H: 2.416 3.364 -2.885
H: 1.648 7.242 -5.875
H: 1.534 9.194 -4.396
Na: 0.185 5.853 -3.054
O: -1.537 7.606 -1.025
H: -1.665 8.279 -0.352
K: -1.227 -0.404 -0.086
F: 1.706 10.413 -0.567
C: 2.570 -0.660 2.752
C: 1.621 -1.400 3.698
C: 2.107 -1.488 5.140
C: 3.519 -1.977 5.372
N: 3.811 -3.446 5.079
C: 3.201 -4.365 6.122
C: 1.825 -4.711 5.588
C: 2.004 -4.765 4.067
C: 3.297 -4.003 3.759
C: 5.292 -3.582 5.094
H: 3.605 -1.011 2.822
H: 2.255 -0.815 1.716
H: 2.561 0.413 2.957
H: 1.411 -2.392 3.296
H: 0.658 -0.891 3.695
H: 1.385 -2.040 5.745
H: 2.067 -0.479 5.551
H: 3.775 -1.833 6.424
H: 4.239 -1.379 4.804
H: 3.825 -5.261 6.171
H: 3.191 -3.866 7.089
H: 1.089 -3.958 5.867
H: 1.463 -5.657 5.990
H: 1.140 -4.351 3.552
H: 2.095 -5.795 3.722
H: 3.215 -3.210 3.021
H: 4.043 -4.708 3.390
H: 5.658 -3.256 6.069
H: 5.700 -2.959 4.295
H: 5.553 -4.620 4.926
C: -7.335 -6.604 -2.028
Si: -6.535 -5.651 -3.455
C: -7.924 -4.660 -4.277
C: -5.929 -6.957 -4.687
N: -5.298 -4.683 -2.848
Si: -4.344 -3.684 -3.787
C: -5.315 -2.322 -4.674
C: -3.319 -4.613 -5.080
C: -3.096 -2.797 -2.660
H: -8.145 -7.242 -2.399
H: -6.602 -7.242 -1.531
H: -7.757 -5.915 -1.293
H: -8.796 -5.299 -4.461
H: -7.617 -4.252 -5.243
H: -8.242 -3.837 -3.634
H: -5.072 -7.499 -4.281
H: -5.642 -6.513 -5.643
H: -6.721 -7.686 -4.896
H: -5.915 -2.722 -5.492
H: -4.633 -1.578 -5.108
H: -5.975 -1.803 -3.976
H: -2.800 -5.458 -4.624
H: -2.563 -3.953 -5.525
H: -3.942 -4.983 -5.896
H: -2.464 -3.527 -2.144
H: -3.618 -2.190 -1.911
H: -2.445 -2.135 -3.250
F: -0.008 -1.158 6.336
Cs: 7.178 -5.681 4.503
Li: 1.347 -3.066 0.199
C: 2.417 10.733 1.927
O: 2.251 10.063 0.729
H: 3.359 10.480 2.423
H: 2.450 11.831 1.893
H: 1.647 10.540 2.686

=====

[3]
Molecular formula: C21H27N5O3
Method: DFT, ωB97M-V with the def2-TZVPD basis set

Calculated values
ΔE to the lowest compared entry with this formula, charge and spin = 47.7 kcal per mole
Total energy = -1315.9412 Ha

Element x y z (Å)
C: -4.773 -3.406 -0.928
C: -5.289 -1.980 -0.815
O: -4.302 -1.221 -0.145
C: -4.520 0.107 0.080
C: -5.663 0.790 -0.319
C: -5.792 2.145 -0.064
C: -4.788 2.834 0.589
C: -3.653 2.154 0.996
C: -3.504 0.799 0.756
C: -2.250 0.092 1.200
N: -1.130 0.479 0.357
C: -1.346 0.149 -1.044
C: -0.034 -0.040 -1.816
N: 0.997 0.805 -1.264
C: 1.225 0.853 0.052
O: 2.163 1.451 0.548
C: 0.164 0.141 0.894
C: 0.445 -1.395 1.007
C: 1.802 -1.767 0.448
O: 1.892 -2.255 -0.672
N: 2.893 -1.566 1.220
C: 2.893 -0.846 2.473
C: 4.191 -1.711 0.573
C: 4.529 -0.413 -0.109
C: 4.038 -0.114 -1.379
N: 4.175 1.089 -1.911
C: 4.832 1.992 -1.198
C: 5.383 1.677 0.036
N: 5.220 0.484 0.582
H: -3.843 -3.423 -1.490
H: -5.506 -4.026 -1.436
H: -4.587 -3.814 0.063
H: -6.230 -1.961 -0.248
H: -5.472 -1.564 -1.815
H: -6.460 0.277 -0.834
H: -6.687 2.658 -0.383
H: -4.889 3.890 0.784
H: -2.858 2.677 1.505
H: -2.011 0.397 2.222
H: -2.425 -0.995 1.187
H: -1.954 -0.761 -1.150
H: -1.915 0.979 -1.480
H: -0.182 0.225 -2.863
H: 0.294 -1.086 -1.771
H: 1.691 1.211 -1.875
H: 0.225 0.582 1.895
H: -0.294 -1.928 0.406
H: 0.336 -1.720 2.041
H: 2.873 0.233 2.304
H: 3.804 -1.097 3.014
H: 2.038 -1.134 3.081
H: 4.940 -1.949 1.330
H: 4.111 -2.518 -0.158
H: 3.504 -0.852 -1.963
H: 4.914 2.979 -1.631
H: 5.952 2.394 0.612

=====

[4]
Molecular formula: C5H26NO7S
Method: DFT, ωB97M-V with the def2-TZVPD basis set

Calculated values
Total charge = +1
Total energy = -1185.4672 Ha

Element x y z (Å)
C: 0.750 -0.221 2.071
O: 0.011 -0.022 3.242
C: -0.285 -0.973 1.188
C: -0.095 -0.635 -0.344
C: -0.041 -1.923 -1.147
S: -0.932 -1.714 -2.758
C: 0.026 -0.488 -3.584
N: -1.688 -0.712 1.522
H: 1.007 0.760 1.667
H: 1.685 -0.784 2.109
H: 0.231 -0.348 4.123
H: 0.021 -2.043 1.237
H: 0.832 -0.029 -0.405
H: -0.926 0.071 -0.523
H: 0.883 -2.476 -1.417
H: -0.688 -2.598 -0.551
H: -0.443 -0.425 -4.612
H: 1.056 -0.692 -3.826
H: -0.104 0.530 -3.180
H: -1.889 0.339 1.517
H: -1.932 -0.968 2.473
H: -2.353 -1.027 0.802
H: 3.336 2.347 2.005
H: 3.144 3.811 1.774
O: 3.021 2.960 1.331
H: 0.959 1.789 -1.922
H: 2.336 2.026 -2.573
O: 1.907 1.794 -1.743
H: -3.934 -1.537 -1.022
H: -3.646 -2.941 -1.103
O: -3.786 -2.281 -0.405
H: 0.475 3.654 1.321
H: 1.304 2.621 0.566
O: 0.422 2.749 0.995
H: 3.137 -0.315 -0.713
H: 4.260 -0.906 0.009
O: 3.321 -0.719 0.155
H: -1.477 2.439 1.796
H: -2.783 2.631 1.220
O: -2.370 2.059 1.889

=====

- What is the total energy in the fourth record?
  -1185.4672 Ha